# 1
{
  "formula": "C2H8O4",
  "method": "ωB97M-V with the def2-TZVPD basis set",
  "species": ["O", "O", "O", "O", "C", "C", "H", "H", "H", "H", "H", "H", "H", "H"],
  "coordinates": [[1.200, -0.575, 0.175], [-0.026, 0.817, -1.075], [-2.470, 0.728, -2.621], [0.136, -3.015, 1.025], [0.674, 0.636, -0.114], [1.085, 1.749, 0.801], [2.059, 1.569, 1.244], [-3.328, 0.638, -2.208], [-1.811, 1.006, -1.969], [0.098, -3.968, 0.909], [1.035, 2.654, 0.231], [0.506, -1.251, 0.075], [0.375, 1.855, 1.616], [0.466, -2.844, 1.911]],
  "forces_ev_per_angstrom": [[-0.40, 0.32, 0.84], [-0.44, -0.10, 0.10], [0.23, 0.05, -0.43], [-0.13, 0.18, -0.12], [0.29, 0.09, -0.34], [0.12, -0.39, 0.10], [0.14, 0.06, -0.07], [0.03, 0.10, 0.35], [-0.27, -0.20, 0.01], [0.03, 0.03, 0.07], [0.23, 0.55, -0.21], [0.33, -0.31, -0.45], [-0.21, -0.22, 0.12], [0.05, -0.16, 0.02]],
  "mulliken_charge": [-0.450, -0.595, -0.631, -0.634, 0.693, -0.939, 0.324, 0.299, 0.392, 0.304, 0.310, 0.356, 0.258, 0.312],
  "smiles": "CC(=O)O.O.O",
  "relative_energy_ev": 0.6053,
  "homo_energy_ev": -10.51,
  "largest_force_ev_per_a": 0.98,
  "total_charge": 0
}

# 2
{
  "formula": "C2H8O5Si",
  "method": "ωB97M-V with the def2-TZVPD basis set",
  "species": ["Si", "O", "O", "O", "O", "O", "C", "C", "H", "H", "H", "H", "H", "H", "H", "H"],
  "coordinates": [[-1.720, 0.555, 0.726], [-0.553, 1.719, -0.127], [1.913, -0.901, -1.052], [1.453, 0.406, 0.789], [0.989, -1.765, 0.772], [-0.395, -0.356, -1.989], [-0.391, -0.322, -0.710], [0.947, -0.636, -0.022], [-2.737, 0.437, -0.291], [0.718, 1.075, 0.712], [-1.193, -0.541, 1.626], [2.568, -1.490, -0.675], [-0.895, 2.208, -0.905], [-1.973, 1.568, 1.767], [0.657, -1.629, 1.631], [0.611, -0.327, -2.251]],
  "forces_ev_per_angstrom": [[1.75, 0.42, -1.14], [-0.76, -0.07, -0.04], [-1.16, 0.46, 0.04], [-2.17, 0.17, -0.80], [-0.14, -1.53, -2.25], [2.52, 0.41, -0.40], [-0.78, -0.20, 1.49], [3.64, 0.47, 0.33], [-1.13, -0.24, 0.25], [1.52, 0.28, 0.14], [-0.59, 0.16, -0.14], [0.18, -0.14, 0.08], [0.23, -0.50, 0.78], [-0.55, 0.20, 0.18], [-0.74, 0.72, 1.53], [-1.81, -0.61, -0.04]],
  "mulliken_charge": [0.647, -0.733, -0.658, -0.604, -0.532, -0.455, 0.031, 0.950, -0.147, 0.493, -0.197, 0.315, 0.317, -0.198, 0.337, 0.434],
  "relative_energy_ev": 7.4095,
  "homo_energy_ev": -9.15,
  "largest_force_ev_per_a": 3.68,
  "total_charge": 0
}

# 3
{
  "formula": "C2H8OS2",
  "method": "ωB97M-V with the def2-TZVPD basis set",
  "species": ["S", "S", "O", "C", "C", "H", "H", "H", "H", "H", "H", "H", "H"],
  "coordinates": [[0.557, -2.393, -1.645], [1.478, -3.012, 0.132], [-1.288, -0.183, 0.815], [-0.201, 1.628, -0.438], [-0.315, 0.868, 0.895], [0.830, 1.922, -0.698], [0.594, 0.373, 1.234], [-0.726, 1.536, 1.665], [1.137, -1.089, -1.497], [-0.702, 1.133, -1.261], [-0.586, 2.629, -0.300], [-1.424, -0.516, -0.076], [0.646, -2.896, 1.174]],
  "forces_ev_per_angstrom": [[0.93, 1.90, 1.41], [0.76, -0.56, -0.45], [-0.47, -0.10, 0.32], [1.12, 0.95, 0.77], [-0.95, -0.62, -0.56], [-0.08, -0.87, -0.09], [0.37, 0.48, -0.05], [0.53, -0.17, -0.07], [-1.00, -1.62, -0.59], [0.04, -0.07, -0.12], [-0.86, 0.13, -0.15], [0.36, 0.17, -0.06], [-0.74, 0.38, -0.36]],
  "mulliken_charge": [-0.193, -0.184, -0.522, -1.015, -0.094, 0.268, 0.216, 0.241, 0.187, 0.310, 0.330, 0.284, 0.173],
  "smiles": "CCO.SS",
  "relative_energy_ev": 1.2026,
  "homo_energy_ev": -9.68,
  "largest_force_ev_per_a": 2.54,
  "total_charge": 0
}

# 4
{
  "formula": "C2H8OS2",
  "method": "ωB97M-V with the def2-TZVPD basis set",
  "species": ["S", "S", "O", "C", "C", "H", "H", "H", "H", "H", "H", "H", "H"],
  "coordinates": [[-0.662, -0.800, 1.298], [-1.766, -0.471, -0.527], [2.313, -0.775, -0.270], [-0.655, 0.850, 2.079], [-0.616, -0.493, -2.020], [-0.653, -1.341, -2.793], [2.452, -0.369, 0.586], [-0.950, 0.806, 3.081], [-1.219, 1.599, 1.615], [-0.877, 0.463, -2.571], [0.495, -0.495, -1.722], [1.813, -0.185, -0.773], [0.325, 1.213, 2.016]],
  "forces_ev_per_angstrom": [[-1.09, 0.42, -1.28], [1.09, -0.63, 0.16], [1.60, -1.67, 0.98], [0.60, -0.97, -0.96], [1.37, 0.41, -0.64], [-0.65, 0.87, 1.61], [-0.10, 0.09, 0.09], [-0.49, -0.43, 1.57], [-1.33, 0.64, -1.06], [0.53, -1.08, 0.64], [-2.08, 0.23, -0.36], [-1.06, 1.62, -0.93], [1.62, 0.48, 0.18]],
  "mulliken_charge": [-0.072, -0.092, -0.575, -0.859, -0.477, 0.279, 0.299, 0.335, 0.348, 0.255, -0.044, 0.333, 0.269],
  "smiles": "CSSC.O",
  "relative_energy_ev": 1.2105,
  "homo_energy_ev": -8.74,
  "largest_force_ev_per_a": 2.51,
  "total_charge": 0
}

# 5
{
  "formula": "C2H8OS2",
  "method": "ωB97M-V with the def2-TZVPD basis set",
  "species": ["S", "S", "O", "C", "C", "H", "H", "H", "H", "H", "H", "H", "H"],
  "coordinates": [[-2.877, -2.980, -2.517], [-2.100, -4.775, -3.181], [2.194, 4.494, 1.515], [-2.895, -3.329, -0.755], [3.620, 4.367, 1.632], [4.074, 3.574, 1.125], [1.970, 4.614, 2.433], [-3.727, -3.790, -0.246], [-2.848, -2.312, -0.369], [-2.100, -3.984, -0.550], [-3.293, -5.458, -3.129], [3.961, 4.328, 2.784], [4.021, 5.251, 1.257]],
  "forces_ev_per_angstrom": [[-0.17, -0.80, -0.23], [-1.02, -0.17, -0.10], [0.82, -0.71, 0.27], [-0.76, 1.31, 0.05], [-0.34, 0.79, 3.58], [0.12, -1.63, -0.82], [-0.88, 0.08, 0.14], [-0.98, -0.21, -0.69], [0.59, -0.16, 0.66], [1.56, -0.18, 0.48], [0.78, 0.22, -0.17], [-0.75, -0.13, -2.49], [1.02, 1.60, -0.67]],
  "mulliken_charge": [-0.037, -0.239, -0.478, -0.782, -0.541, 0.237, 0.322, 0.323, 0.243, 0.322, 0.170, 0.212, 0.248],
  "smiles": "CSS.CO",
  "relative_energy_ev": 1.5234,
  "homo_energy_ev": -9.01,
  "largest_force_ev_per_a": 3.68,
  "total_charge": 0
}

# 6
{
  "formula": "C2H8OS2",
  "method": "ωB97M-V with the def2-TZVPD basis set",
  "species": ["S", "S", "O", "C", "C", "H", "H", "H", "H", "H", "H", "H", "H"],
  "coordinates": [[1.892, 1.090, 0.478], [1.181, -0.899, 0.465], [-3.290, -0.779, -0.740], [2.020, 1.379, -1.290], [-0.246, -0.756, 1.650], [-1.155, -1.413, 1.449], [2.954, 2.094, -1.444], [-0.640, 0.268, 1.502], [2.086, 0.454, -1.947], [0.112, -0.798, 2.715], [-2.417, -0.961, -1.023], [1.098, 1.937, -1.659], [-3.595, -1.616, -0.155]],
  "forces_ev_per_angstrom": [[-0.02, -1.11, 0.06], [-0.60, 0.33, 0.66], [-2.74, -2.49, 2.60], [0.21, 1.60, -1.89], [-0.67, 0.84, 0.27], [1.65, 0.37, 0.16], [-1.89, -1.66, 0.18], [0.22, -0.45, 0.07], [0.30, 1.06, 1.17], [-0.42, -0.36, -1.13], [1.49, -0.50, -0.39], [1.17, -0.61, 0.46], [1.28, 2.99, -2.21]],
  "mulliken_charge": [-0.058, -0.089, -0.646, -0.695, -0.747, 0.230, 0.245, 0.281, 0.273, 0.315, 0.310, 0.247, 0.334],
  "smiles": "CSSC.O",
  "relative_energy_ev": 1.1066,
  "homo_energy_ev": -8.38,
  "largest_force_ev_per_a": 4.52,
  "total_charge": 0
}

Copy entry 5 word for word.
{
  "formula": "C2H8OS2",
  "method": "ωB97M-V with the def2-TZVPD basis set",
  "species": ["S", "S", "O", "C", "C", "H", "H", "H", "H", "H", "H", "H", "H"],
  "coordinates": [[-2.877, -2.980, -2.517], [-2.100, -4.775, -3.181], [2.194, 4.494, 1.515], [-2.895, -3.329, -0.755], [3.620, 4.367, 1.632], [4.074, 3.574, 1.125], [1.970, 4.614, 2.433], [-3.727, -3.790, -0.246], [-2.848, -2.312, -0.369], [-2.100, -3.984, -0.550], [-3.293, -5.458, -3.129], [3.961, 4.328, 2.784], [4.021, 5.251, 1.257]],
  "forces_ev_per_angstrom": [[-0.17, -0.80, -0.23], [-1.02, -0.17, -0.10], [0.82, -0.71, 0.27], [-0.76, 1.31, 0.05], [-0.34, 0.79, 3.58], [0.12, -1.63, -0.82], [-0.88, 0.08, 0.14], [-0.98, -0.21, -0.69], [0.59, -0.16, 0.66], [1.56, -0.18, 0.48], [0.78, 0.22, -0.17], [-0.75, -0.13, -2.49], [1.02, 1.60, -0.67]],
  "mulliken_charge": [-0.037, -0.239, -0.478, -0.782, -0.541, 0.237, 0.322, 0.323, 0.243, 0.322, 0.170, 0.212, 0.248],
  "smiles": "CSS.CO",
  "relative_energy_ev": 1.5234,
  "homo_energy_ev": -9.01,
  "largest_force_ev_per_a": 3.68,
  "total_charge": 0
}

What did the first record say?
{
  "formula": "C2H8O4",
  "method": "ωB97M-V with the def2-TZVPD basis set",
  "species": ["O", "O", "O", "O", "C", "C", "H", "H", "H", "H", "H", "H", "H", "H"],
  "coordinates": [[1.200, -0.575, 0.175], [-0.026, 0.817, -1.075], [-2.470, 0.728, -2.621], [0.136, -3.015, 1.025], [0.674, 0.636, -0.114], [1.085, 1.749, 0.801], [2.059, 1.569, 1.244], [-3.328, 0.638, -2.208], [-1.811, 1.006, -1.969], [0.098, -3.968, 0.909], [1.035, 2.654, 0.231], [0.506, -1.251, 0.075], [0.375, 1.855, 1.616], [0.466, -2.844, 1.911]],
  "forces_ev_per_angstrom": [[-0.40, 0.32, 0.84], [-0.44, -0.10, 0.10], [0.23, 0.05, -0.43], [-0.13, 0.18, -0.12], [0.29, 0.09, -0.34], [0.12, -0.39, 0.10], [0.14, 0.06, -0.07], [0.03, 0.10, 0.35], [-0.27, -0.20, 0.01], [0.03, 0.03, 0.07], [0.23, 0.55, -0.21], [0.33, -0.31, -0.45], [-0.21, -0.22, 0.12], [0.05, -0.16, 0.02]],
  "mulliken_charge": [-0.450, -0.595, -0.631, -0.634, 0.693, -0.939, 0.324, 0.299, 0.392, 0.304, 0.310, 0.356, 0.258, 0.312],
  "smiles": "CC(=O)O.O.O",
  "relative_energy_ev": 0.6053,
  "homo_energy_ev": -10.51,
  "largest_force_ev_per_a": 0.98,
  "total_charge": 0
}